# 1
Density functional theory data (wB97M-V/def2-TZVPD) for a structure of composition C23H38IN2O6PZn.

Structure (XYZ):
```
72
Properties=species:S:1:pos:R:3
Zn -1.797 0.441 -0.072
O -6.671 1.350 -3.512
C -5.538 0.907 -2.883
C -4.291 1.014 -3.483
C -3.183 0.586 -2.780
N -3.295 0.076 -1.551
C -4.503 -0.052 -0.988
C -5.660 0.339 -1.630
C -4.508 -0.606 0.442
O -5.567 -1.129 0.829
O -3.410 -0.479 1.051
C -1.765 0.703 -3.352
O -1.677 0.807 -4.592
O -0.866 0.704 -2.474
H -6.394 1.799 -4.314
H -4.150 1.435 -4.472
H -6.616 0.227 -1.135
C -1.377 -4.893 -0.885
C -0.326 -4.386 0.106
C -1.032 -3.189 0.751
O -2.008 -2.747 -0.188
C -2.016 -3.583 -1.332
H -2.118 -5.510 -0.367
H -0.961 -5.465 -1.717
H 0.564 -4.055 -0.432
H -0.028 -5.136 0.841
H -0.374 -2.350 0.965
H -1.546 -3.476 1.674
H -1.436 -3.122 -2.142
H -3.047 -3.699 -1.666
I -2.744 2.882 0.535
C 2.292 -1.520 -0.556
C 2.684 -0.682 0.682
C 2.482 -1.579 1.912
C 4.167 -0.313 0.617
P 1.394 0.749 0.797
N -0.019 0.213 0.631
C 2.003 2.070 -0.441
C 2.279 1.386 -1.792
C 0.827 3.023 -0.708
C 3.239 2.876 -0.025
C 1.594 1.516 2.557
C 0.883 2.879 2.533
C 3.011 1.699 3.107
C 0.775 0.642 3.521
H 2.524 -2.576 -0.378
H 2.834 -1.213 -1.450
H 1.220 -1.426 -0.757
H 3.008 -2.530 1.757
H 1.424 -1.798 2.065
H 2.877 -1.133 2.826
H 4.765 -1.235 0.654
H 4.477 0.311 1.457
H 4.426 0.202 -0.306
H 1.442 0.751 -2.088
H 3.205 0.812 -1.797
H 2.376 2.165 -2.558
H -0.040 2.460 -1.053
H 1.114 3.716 -1.511
H 0.531 3.611 0.157
H 4.095 2.247 0.223
H 3.038 3.536 0.819
H 3.529 3.510 -0.873
H 1.451 3.640 1.998
H 0.751 3.232 3.564
H -0.111 2.795 2.081
H 3.643 2.292 2.444
H 3.510 0.747 3.295
H 2.951 2.228 4.068
H -0.173 0.369 3.054
H 0.566 1.209 4.438
H 1.296 -0.273 3.806
```

Energy relative to the best compared isomer or geometry (same formula, charge and spin), eV: 0.407
Gap between HOMO and LUMO, eV: 6.4
Total charge: -2

---

# 2
Density functional theory data (wB97M-V/def2-TZVPD) for a structure of composition C23H39Br2Cl5CsKMgN3O8PS.

Structure (XYZ):
```
85
Properties=species:S:1:pos:R:3
C -4.908 2.406 1.650
C -4.822 1.896 0.201
O -4.634 2.914 -0.779
C -3.755 0.774 0.110
N -3.096 0.755 -1.213
C -2.530 -0.534 -1.550
O -2.297 -0.776 -2.712
O -2.343 -1.364 -0.521
C -1.236 -2.258 -0.693
C 0.092 -1.606 -0.277
C 1.311 -2.259 -0.935
C 2.609 -1.565 -0.515
C 3.802 -1.848 -1.177
C 4.923 -1.168 -0.808
C 4.926 -0.227 0.189
C 3.771 0.020 0.859
C 2.624 -0.653 0.501
P -1.813 1.891 -1.380
O -2.429 2.928 -2.712
Br -1.782 3.289 0.352
H -4.594 1.576 2.292
H -4.260 3.262 1.865
H -5.933 2.638 1.986
H -5.786 1.415 -0.026
H -5.457 3.054 -1.251
H -4.290 -0.162 0.280
H -3.046 0.835 0.941
H -1.406 -3.075 0.010
H -1.171 -2.723 -1.677
H 0.100 -0.527 -0.453
H 0.188 -1.746 0.803
H 1.225 -2.063 -2.014
H 1.353 -3.330 -0.784
H 3.901 -2.580 -1.987
H 5.860 -1.347 -1.324
H 5.830 0.306 0.449
H 3.708 0.748 1.657
H 1.745 -0.403 1.077
H -2.965 3.673 -2.339
Cl -0.840 3.952 -3.113
K -7.812 3.213 1.922
C 1.706 -7.217 -1.743
Cl 0.192 -7.179 -2.645
Cl 2.365 -5.556 -1.629
Cl 1.418 -7.857 -0.083
Cl 2.866 -8.270 -2.584
Cs 3.737 -5.822 -3.924
C 4.364 1.406 6.448
C 4.438 2.672 5.603
C 5.006 2.140 4.297
O 4.546 0.786 4.168
C 3.977 0.362 5.413
H 3.655 1.469 7.272
H 5.349 1.177 6.862
H 3.433 3.070 5.441
H 5.048 3.459 6.042
H 6.100 2.125 4.316
H 4.681 2.719 3.431
H 2.889 0.310 5.290
H 4.345 -0.635 5.660
C 0.311 6.066 2.560
C 0.882 5.776 3.873
N 1.336 5.545 4.906
H 1.102 6.069 1.809
H -0.435 5.301 2.306
H -0.174 7.039 2.569
C 3.937 -0.510 -8.159
S 3.665 -2.257 -8.485
O 4.902 -2.984 -8.086
C 3.673 -2.118 -10.275
H 4.005 -0.370 -7.082
H 4.867 -0.189 -8.628
H 3.098 0.066 -8.549
H 4.620 -1.693 -10.606
H 2.843 -1.488 -10.594
H 3.554 -3.115 -10.694
Br -2.790 5.210 2.170
Mg -0.224 -9.511 -0.164
C -10.611 -1.158 4.320
N -10.536 -0.255 3.138
O -10.306 0.927 3.339
O -10.708 -0.750 2.053
H -10.438 -0.573 5.215
H -11.604 -1.599 4.330
H -9.847 -1.920 4.197
```

Gap between HOMO and LUMO, eV: 1.8
Total charge: +2

---

# 3
Density functional theory data (wB97M-V/def2-TZVPD) for a structure of composition C23H39BrClIrN2O8Si.

Structure (XYZ):
```
76
Properties=species:S:1:pos:R:3
Ir -2.491 0.358 0.276
O -7.646 -4.527 0.466
C -7.848 -3.311 0.527
O -8.896 -2.665 0.506
C -6.534 -2.442 0.632
C -5.284 -3.046 0.688
C -4.147 -2.257 0.697
N -4.205 -0.932 0.649
C -5.397 -0.335 0.641
C -6.581 -1.059 0.632
C -5.447 1.198 0.620
O -6.529 1.740 0.813
O -4.359 1.793 0.390
H -5.215 -4.123 0.693
H -3.155 -2.688 0.733
H -7.523 -0.532 0.595
O -2.403 -1.548 3.769
Cl -1.538 -0.794 2.941
O -0.338 -0.484 3.632
O -1.222 -1.523 1.751
O -2.193 0.420 2.544
C 2.967 -1.373 2.666
C 3.167 -1.255 1.154
C 4.597 -1.714 0.841
C 2.166 -2.228 0.520
Si 2.785 0.562 0.526
Br -0.730 1.960 0.004
C 3.340 0.891 -1.339
C 2.511 2.036 -1.928
C 4.827 1.240 -1.485
C 3.044 -0.339 -2.200
C 3.299 1.973 1.785
C 2.406 1.901 3.027
C 4.767 1.906 2.226
C 3.043 3.337 1.143
H 3.075 -2.417 2.967
H 1.973 -1.046 2.957
H 3.709 -0.798 3.216
H 4.761 -2.720 1.235
H 5.329 -1.048 1.295
H 4.782 -1.742 -0.230
H 2.350 -3.243 0.881
H 2.238 -2.235 -0.562
H 1.150 -1.952 0.792
H 2.743 2.983 -1.459
H 1.452 1.858 -1.778
H 2.712 2.131 -2.996
H 5.062 2.165 -0.964
H 5.074 1.381 -2.539
H 5.465 0.451 -1.091
H 1.993 -0.602 -2.122
H 3.650 -1.193 -1.907
H 3.264 -0.128 -3.248
H 2.610 1.027 3.633
H 1.362 1.873 2.738
H 2.561 2.782 3.650
H 4.986 0.971 2.737
H 4.991 2.724 2.914
H 5.438 1.988 1.373
H 2.023 3.382 0.770
H 3.732 3.517 0.323
H 3.185 4.134 1.877
C -1.095 -0.134 -3.414
C -2.496 0.196 -2.850
C -3.554 -0.704 -3.526
C -2.825 1.677 -3.126
N -2.525 -0.110 -1.483
H -1.083 -0.053 -4.500
H -0.820 -1.145 -3.126
H -0.371 0.556 -2.992
H -3.543 -0.572 -4.605
H -4.537 -0.451 -3.138
H -3.353 -1.745 -3.285
H -2.881 1.869 -4.197
H -2.055 2.307 -2.692
H -3.776 1.925 -2.665
```

Multiplicity: 5
Energy relative to the best compared isomer or geometry (same formula, charge and spin), eV: 1.531
Gap between HOMO and LUMO (alpha / beta), eV: 6.2 / 7.1
Total charge: -2